The following is a DFT calculation (ωB97M-V with the def2-TZVPD basis set) of a structure of composition C28H64BCaF4N2O6P3.

Cartesian coordinates (Å):
Ca1 0.191 -0.058 -0.338
C1 -3.077 -4.973 1.986
C2 -2.008 -4.093 1.384
C3 -0.651 -4.758 1.312
O1 -2.478 -3.768 0.023
P1 -1.985 -2.539 -0.805
O2 -1.641 -1.372 0.073
C4 -0.637 -3.100 -1.860
P2 0.161 -1.791 -2.836
O3 -0.466 -0.475 -2.508
O4 0.227 -2.233 -4.313
C5 -0.796 -2.247 -5.392
C6 -1.384 -3.637 -5.465
C7 -1.828 -1.162 -5.194
O5 1.636 -1.670 -2.314
C8 2.846 -2.494 -2.546
C9 2.541 -3.973 -2.456
C10 3.460 -2.080 -3.864
O6 -3.112 -2.286 -1.857
C11 -4.438 -1.799 -1.441
C12 -5.459 -2.764 -1.992
C13 -4.581 -0.385 -1.957
H1 -2.820 -5.207 3.019
H2 -3.155 -5.908 1.431
H3 -4.046 -4.475 1.972
H4 -1.927 -3.147 1.922
H5 -0.694 -5.645 0.679
H6 -0.350 -5.064 2.313
H7 0.114 -4.072 0.946
H8 -1.030 -3.879 -2.515
H9 0.108 -3.571 -1.217
H10 -0.195 -2.043 -6.275
H11 -2.022 -3.841 -4.602
H12 -0.602 -4.393 -5.527
H13 -2.003 -3.715 -6.358
H14 -2.417 -1.341 -4.292
H15 -2.501 -1.172 -6.051
H16 -1.367 -0.178 -5.127
H17 3.485 -2.197 -1.717
H18 1.823 -4.276 -3.221
H19 2.175 -4.250 -1.467
H20 3.462 -4.528 -2.630
H21 2.825 -2.375 -4.698
H22 4.429 -2.566 -3.978
H23 3.613 -1.001 -3.897
H24 -4.467 -1.808 -0.348
H25 -5.398 -2.795 -3.081
H26 -6.463 -2.442 -1.714
H27 -5.295 -3.767 -1.600
H28 -4.569 -0.377 -3.047
H29 -3.765 0.242 -1.595
H30 -5.529 0.037 -1.623
C14 -1.254 1.589 4.975
C15 -0.475 1.413 3.649
N1 -1.389 1.465 2.504
C16 -2.034 2.774 2.449
C17 -2.807 3.063 3.760
N2 -2.694 1.837 4.619
C18 -3.262 0.646 3.900
C19 -2.394 0.411 2.639
H31 -0.913 2.438 5.564
H32 -1.226 0.696 5.597
H33 0.038 0.459 3.646
H34 0.273 2.197 3.535
H35 -2.713 2.799 1.597
H36 -1.271 3.535 2.292
H37 -3.866 3.252 3.596
H38 -2.386 3.892 4.326
H39 -3.223 1.987 5.476
H40 -4.299 0.882 3.665
H41 -3.241 -0.193 4.592
H42 -3.022 0.394 1.749
H43 -1.877 -0.545 2.697
C20 2.291 3.505 1.258
C21 1.302 3.995 0.197
C22 1.630 5.418 -0.250
P3 1.059 2.730 -1.137
C23 2.662 2.320 -1.971
C24 3.497 1.329 -1.153
C25 3.513 3.494 -2.452
C26 0.077 3.627 -2.417
C27 -0.069 2.799 -3.695
C28 -1.297 3.970 -1.837
H44 2.204 4.119 2.157
H45 3.318 3.606 0.907
H46 2.127 2.461 1.534
H47 0.306 4.013 0.657
H48 2.594 5.472 -0.752
H49 1.683 6.069 0.626
H50 0.875 5.832 -0.917
H51 2.302 1.773 -2.851
H52 3.926 1.789 -0.264
H53 4.325 0.955 -1.759
H54 2.921 0.458 -0.823
H55 4.027 3.971 -1.617
H56 2.925 4.251 -2.970
H57 4.280 3.139 -3.143
H58 0.597 4.556 -2.658
H59 -0.495 1.816 -3.483
H60 0.884 2.658 -4.205
H61 -0.735 3.316 -4.389
H62 -1.825 3.061 -1.531
H63 -1.908 4.470 -2.590
H64 -1.227 4.636 -0.975
F1 0.325 -1.758 2.777
B1 1.400 -1.319 2.023
F2 1.189 0.109 1.756
F3 1.298 -1.874 0.680
F4 2.614 -1.536 2.561

Results
HOMO-LUMO gap in eV: 9.107
E in eV: -103195.455
Highest occupied orbital energy in eV: -13.57
E_LUMO in eV: -4.47
Total charge: +2
Relative energy (zero: lowest compared OMol25 entry of this formula, charge and spin) in kcal/mol: 0.00
Max |F| in eV/Å: 0.606